1.
Here is C4H6N2 in the gas phase from the Open Molecules 2025 dataset. Energies are from the ωB97M-V functional and the def2-TZVPD basis.

Summary:
HOMO level (eV): -7.78
LUMO level (eV): 0.74
Energy relative to the best compared isomer or geometry (same formula, charge and spin) (kJ/mol): 229.1
Charge: 0
2S+1: 1
Maximum force (eV/A): 0.6
Frontier orbital gap (eV): 8.5

Positions of all 12 atoms, in Å:
C1 0.86145 -0.75113 1.46661
C2 0.05518 -1.11071 -0.81757
C3 -0.69640 -0.30483 -1.64331
N1 -0.79639 0.98803 -1.12936
C4 -0.12395 1.02954 0.02000
N2 0.36475 -0.20228 0.21516
H1 0.24509 -1.63487 1.64947
H2 0.75618 -0.04960 2.29759
H3 1.89944 -1.07289 1.36637
H4 -1.24765 -0.57083 -2.53376
H5 -1.32328 1.75945 -1.51642
H6 0.00558 1.92012 0.62523

=====

2.
Here is C4H6N2 in the gas phase from the Open Molecules 2025 dataset. Energies are from the ωB97M-V functional and the def2-TZVPD basis.

Summary:
HOMO level (eV): -9.05
SMILES: Cc1cn[nH]c1
LUMO level (eV): 1.04
Energy relative to the best compared isomer or geometry (same formula, charge and spin) (kJ/mol): 55.0
Charge: 0
2S+1: 1
Maximum force (eV/A): 0.2
Frontier orbital gap (eV): 10.1

Positions of all 12 atoms, in Å:
C1 1.51677 -0.77276 0.33773
C2 0.20391 -0.12376 0.01398
C3 -0.28322 1.09615 0.43309
N1 -1.51076 1.23496 -0.12251
N2 -1.86845 0.19345 -0.88049
C4 -0.83420 -0.63170 -0.80015
H1 1.65819 -1.67042 -0.27220
H2 2.36094 -0.10371 0.13953
H3 1.57477 -1.07866 1.38845
H4 0.14094 1.86068 1.06983
H5 -2.14421 2.01293 -0.03270
H6 -0.85647 -1.57589 -1.33212

=====

3.
Here is C4H6N2 in the gas phase in a non-equilibrium geometry from the Open Molecules 2025 dataset. Energies are from the ωB97M-V functional and the def2-TZVPD basis.

Summary:
HOMO level (eV): -7.28
SMILES: Nc1ccc[nH]1
LUMO level (eV): 0.83
Energy relative to the best compared isomer or geometry (same formula, charge and spin) (kJ/mol): 154.3
Charge: 0
2S+1: 1
Maximum force (eV/A): 3.9
Frontier orbital gap (eV): 8.1

Positions of all 12 atoms, in Å:
N1 1.91057 -0.05700 0.39166
C1 0.61614 0.13005 -0.05369
C2 -0.23875 1.20464 -0.12689
C3 -1.53430 0.62233 -0.07807
C4 -1.40568 -0.75491 -0.08801
N2 -0.02570 -1.06341 -0.14606
H1 2.08851 -1.08943 0.23166
H2 2.53608 0.65758 0.03628
H3 0.01728 2.25763 -0.08009
H4 -2.46089 1.19655 -0.06174
H5 -2.17951 -1.48121 -0.27264
H6 0.72623 -1.83657 0.08101

=====

4.
Here is 3 unconnected molecules or ions with the total composition C4H6N2 in a non-equilibrium geometry from the Open Molecules 2025 dataset. Energies are from the ωB97M-V functional and the def2-TZVPD basis.

Summary:
HOMO level (alpha / beta) (eV): -7.71 / -7.73
LUMO level (alpha / beta) (eV): 0.45 / 0.43
Energy relative to the best compared isomer or geometry (same formula, charge and spin) (kJ/mol): 752.9
Charge: 0
2S+1: 1
Maximum force (eV/A): 4.4
Frontier orbital gap (alpha / beta) (eV): 8.2 / 8.2

Positions of all 12 atoms, in Å:
C1 -0.05121 0.70462 0.14796
C2 0.04292 -0.50513 -0.08570
C3 -2.79781 0.35588 0.14445
C4 2.79519 -0.46056 -0.16284
N1 -1.93132 0.75432 -0.67290
N2 1.92272 -0.53245 0.73828
H1 0.16270 1.64271 0.61157
H2 -0.13568 -1.42390 -0.60018
H3 -3.86994 0.48795 -0.08421
H4 3.85746 -0.63082 0.08792
H5 2.58353 -0.24042 -1.22311
H6 -2.57857 -0.15219 1.09877

=====

5.
Here is C4H6N2 in the gas phase from the Open Molecules 2025 dataset. Energies are from the ωB97M-V functional and the def2-TZVPD basis.

Summary:
HOMO level (eV): -7.77
LUMO level (eV): 0.32
Energy relative to the best compared isomer or geometry (same formula, charge and spin) (kJ/mol): 636.3
Charge: 0
2S+1: 1
Maximum force (eV/A): 0.7
Frontier orbital gap (eV): 8.1

Positions of all 12 atoms, in Å:
C1 0.70178 -1.32826 1.42425
C2 0.44841 -0.17676 0.27496
C3 -0.76024 0.12813 -0.22467
N1 -0.80467 1.11139 -1.26389
C4 0.26589 1.69833 -1.73702
N2 1.68574 -0.13990 0.43739
H1 0.00482 -0.97733 2.18798
H2 1.67650 -1.46246 1.89320
H3 0.40142 -2.24813 0.92396
H4 -1.67684 -0.34185 0.09928
H5 -1.75660 1.30153 -1.57589
H6 -0.09329 2.40431 -2.51247

=====

6.
Here is 2 unconnected molecules or ions with the total composition C4H6N2 in a non-equilibrium geometry from the Open Molecules 2025 dataset. Energies are from the ωB97M-V functional and the def2-TZVPD basis.

Summary:
HOMO level (eV): -9.08
LUMO level (eV): 0.43
Energy relative to the best compared isomer or geometry (same formula, charge and spin) (kJ/mol): 753.3
Charge: 0
2S+1: 1
Maximum force (eV/A): 1.1
Frontier orbital gap (eV): 9.5

Positions of all 12 atoms, in Å:
N1 -1.01911 -1.18358 0.45889
C1 0.06205 -0.47224 -0.28527
C2 1.24490 -0.73040 0.44594
C3 -0.57032 0.20135 0.90020
C4 -0.19035 -0.03395 -1.63825
N2 -0.34804 0.29367 -2.73601
H1 -1.94626 -1.22530 0.04347
H2 -0.66488 -2.05218 0.87089
H3 1.98166 0.02347 0.11185
H4 1.07207 2.59010 -0.11091
H5 -0.00117 0.17909 1.83781
H6 0.37944 2.40997 0.10139

=====

7.
Here is C4H6N2 in the gas phase from the Open Molecules 2025 dataset. Energies are from the ωB97M-V functional and the def2-TZVPD basis.

Summary:
HOMO level (eV): -8.78
SMILES: Cn1ccnc1
LUMO level (eV): 0.87
Energy relative to the best compared isomer or geometry (same formula, charge and spin) (kJ/mol): 32.6
Charge: 0
2S+1: 1
Maximum force (eV/A): 0.2
Frontier orbital gap (eV): 9.7

Positions of all 12 atoms, in Å:
C1 0.42555 0.19499 -1.61212
N1 0.06068 -0.04425 -0.23483
C2 0.37406 0.72479 0.86042
C3 -0.27947 0.14442 1.91092
N2 -0.97894 -0.96139 1.49972
C4 -0.74640 -1.04320 0.21378
H1 -0.27533 -0.35146 -2.24743
H2 0.33745 1.25704 -1.85363
H3 1.44447 -0.14001 -1.82403
H4 1.03267 1.57867 0.79271
H5 -0.28194 0.45989 2.94343
H6 -1.11280 -1.81948 -0.44892

=====

8.
Here is C4H6N2 in the gas phase in a non-equilibrium geometry from the Open Molecules 2025 dataset. Energies are from the ωB97M-V functional and the def2-TZVPD basis.

Summary:
HOMO level (alpha / beta) (eV): -7.48 / -7.49
LUMO level (alpha / beta) (eV): -0.37 / -0.59
Energy relative to the best compared isomer or geometry (same formula, charge and spin) (kJ/mol): 534.5
Charge: 0
2S+1: 1
Maximum force (eV/A): 2.9
Frontier orbital gap (alpha / beta) (eV): 7.1 / 6.9

Positions of all 12 atoms, in Å:
C1 -2.02122 -0.17633 0.09578
C2 -0.49477 -0.32414 0.07635
C3 0.36673 0.75403 -0.03574
N1 1.71146 0.40541 -0.10944
C4 2.09731 -0.83191 -0.07295
N2 -0.17475 -1.56320 0.15003
H1 -2.22823 0.58314 0.84861
H2 -2.58349 -1.08105 0.36248
H3 -2.33340 0.13993 -0.90216
H4 0.07686 1.78365 -0.10735
H5 2.36640 1.18980 -0.18139
H6 3.21710 -0.87934 -0.12422

=====

9.
Here is 2 unconnected molecules or ions with the total composition C4H6N2 in a non-equilibrium geometry from the Open Molecules 2025 dataset. Energies are from the ωB97M-V functional and the def2-TZVPD basis.

Summary:
HOMO level (eV): -10.06
SMILES: C=CC#N.C=N
LUMO level (eV): 0.68
Energy relative to the best compared isomer or geometry (same formula, charge and spin) (kJ/mol): 201.7
Charge: 0
2S+1: 1
Maximum force (eV/A): 1.1
Frontier orbital gap (eV): 10.7

Positions of all 12 atoms, in Å:
N1 -1.05248 1.63096 -1.91253
C1 -0.17487 0.88620 -1.77586
C2 0.77892 -1.19508 -0.98459
C3 0.92416 -0.02421 -1.60376
C4 -0.98313 0.60994 1.73740
N2 -0.31340 -0.46358 1.83235
H1 -0.16748 -1.51262 -0.56169
H2 1.62999 -1.85655 -0.85495
H3 1.88212 0.30799 -1.99180
H4 -1.43534 0.87167 0.77768
H5 -1.14528 1.31853 2.55868
H6 0.05679 -0.57326 2.77906

=====

10.
Here is C4H6N2 in the gas phase in a non-equilibrium geometry from the Open Molecules 2025 dataset. Energies are from the ωB97M-V functional and the def2-TZVPD basis.

Summary:
HOMO level (eV): -10.26
SMILES: C[C@@]1(C#N)CN1
LUMO level (eV): 0.77
Energy relative to the best compared isomer or geometry (same formula, charge and spin) (kJ/mol): 259.0
Charge: 0
2S+1: 1
Maximum force (eV/A): 1.5
Frontier orbital gap (eV): 11.0

Positions of all 12 atoms, in Å:
C1 1.53661 -0.07507 0.15966
C2 -0.09018 -0.05183 0.06273
C3 -1.25969 -0.94171 -0.33684
N1 -1.10717 -0.48607 1.02796
C4 -0.14090 1.32884 -0.42341
N2 0.23992 2.37091 -0.75592
H1 1.83951 0.21857 -0.85017
H2 2.26867 -0.84428 0.45990
H3 1.74094 0.77381 0.81994
H4 -2.07554 -0.51217 -0.93549
H5 -1.15597 -2.01330 -0.48929
H6 -1.79619 0.23229 1.26093

=====

11.
Here is C4H6N2 in the gas phase from the Open Molecules 2025 dataset. Energies are from the ωB97M-V functional and the def2-TZVPD basis.

Summary:
HOMO level (eV): -8.57
SMILES: C/N=C/N1C=C1
LUMO level (eV): 1.15
Energy relative to the best compared isomer or geometry (same formula, charge and spin) (kJ/mol): 420.7
Charge: 0
2S+1: 1
Maximum force (eV/A): 0.5
Frontier orbital gap (eV): 9.7

Positions of all 12 atoms, in Å:
C1 1.44757 0.76201 1.33962
N1 0.68838 0.33507 0.18614
C2 -0.83010 -0.24892 -1.95628
C3 -1.94920 -0.40631 -1.36679
N2 -0.80347 -1.17885 -0.79064
C4 -0.13787 -0.61070 0.32492
H1 2.51639 0.67290 1.11514
H2 1.24800 1.82114 1.53551
H3 1.23423 0.18650 2.25456
H4 -0.12798 0.11315 -2.68483
H5 -3.01003 -0.32610 -1.20457
H6 -0.33775 -1.12986 1.27306

=====

12.
Here is C4H6N2 in the gas phase from the Open Molecules 2025 dataset. Energies are from the ωB97M-V functional and the def2-TZVPD basis.

Summary:
HOMO level (eV): -8.15
SMILES: [H]/N=C/C=C=CN
LUMO level (eV): 0.73
Energy relative to the best compared isomer or geometry (same formula, charge and spin) (kJ/mol): 234.9
Charge: 0
2S+1: 1
Maximum force (eV/A): 0.4
Frontier orbital gap (eV): 8.9

Positions of all 12 atoms, in Å:
N1 -2.04669 -1.05670 0.89863
C1 -1.47579 -0.45277 -0.21238
C2 -0.22439 -0.53417 -0.61443
C3 1.03773 -0.31501 -0.89905
C4 1.76396 0.82566 -0.29099
N2 1.31254 1.43775 0.73082
H1 -2.98222 -0.77906 1.15237
H2 -1.44272 -1.30952 1.66787
H3 -2.17752 0.06628 -0.86299
H4 1.59982 -0.95433 -1.58279
H5 2.71311 1.09160 -0.77769
H6 1.94417 2.19440 0.99258

=====

13.
Here is 2 unconnected molecules or ions with the total composition C4H6N2 from the Open Molecules 2025 dataset. Energies are from the ωB97M-V functional and the def2-TZVPD basis.

Summary:
HOMO level (eV): -9.04
LUMO level (eV): 0.95
Energy relative to the best compared isomer or geometry (same formula, charge and spin) (kJ/mol): 580.9
Charge: 0
2S+1: 1
Maximum force (eV/A): 1.0
Frontier orbital gap (eV): 10.0

Positions of all 12 atoms, in Å:
C1 -2.03763 -0.45867 0.02511
C2 -0.55357 -0.47078 -0.03750
C3 0.46016 -1.14943 -0.18551
N1 2.32065 0.01637 0.14845
N2 1.78050 1.14662 0.13081
C4 0.72395 1.73456 0.18185
H1 -2.52474 0.38721 -0.46790
H2 -2.38879 -1.37752 -0.45970
H3 -2.39113 -0.49182 1.06197
H4 1.09945 -1.98481 -0.34887
H5 2.98202 -0.07226 -0.62793
H6 0.52912 2.72053 0.57922

=====

14.
Here is a gas-phase ion, C4H6N2 (charge +2) in a non-equilibrium geometry from the Open Molecules 2025 dataset. Energies are from the ωB97M-V functional and the def2-TZVPD basis.

Summary:
HOMO level (eV): -21.40
LUMO level (eV): -12.00
Energy relative to the best compared isomer or geometry (same formula, charge and spin) (kJ/mol): 327.8
Charge: +2
2S+1: 1
Maximum force (eV/A): 5.8
Frontier orbital gap (eV): 9.4

Positions of all 12 atoms, in Å:
C1 -1.60735 -0.19691 -0.09528
C2 -1.41007 -1.39625 0.09647
C3 0.13155 1.29703 -0.02377
C4 1.96751 -0.19805 -0.10416
N1 -1.16884 1.04039 -0.01545
N2 0.79795 0.22020 -0.00827
H1 -1.76805 -2.10718 -0.59915
H2 -0.71473 -1.79454 0.89745
H3 0.74306 2.24286 -0.06038
H4 2.31225 -0.88195 0.67033
H5 2.48602 -0.08085 -1.04448
H6 -1.76930 1.85525 0.28668

=====

15.
Here is C4H6N2O in the gas phase from the Open Molecules 2025 dataset. Energies are from the ωB97M-V functional and the def2-TZVPD basis.

Summary:
HOMO level (eV): -8.26
SMILES: [H]/N=C(\C)N1C=C1O
LUMO level (eV): 0.64
Energy relative to the best compared isomer or geometry (same formula, charge and spin) (kJ/mol): 421.9
Charge: 0
2S+1: 1
Maximum force (eV/A): 0.4
Frontier orbital gap (eV): 8.9

Positions of all 13 atoms, in Å:
C1 1.94154 -0.12597 -0.03132
C2 0.56035 0.15319 0.49447
N1 -0.41391 -0.79396 0.06752
C3 -1.14118 -0.46339 -1.27369
C4 -1.71198 -0.26163 -0.13402
O1 -2.71093 0.03931 0.66613
N2 0.20457 1.07578 1.29168
H1 1.94244 -0.07548 -1.12645
H2 2.25523 -1.13617 0.24985
H3 2.66514 0.59747 0.35431
H4 -1.11375 -0.89449 -2.25824
H5 -3.48803 0.25053 0.12840
H6 1.01052 1.63482 1.57136

=====

16.
Here is C4H6N2O in the gas phase from the Open Molecules 2025 dataset. Energies are from the ωB97M-V functional and the def2-TZVPD basis.

Summary:
HOMO level (eV): -10.09
SMILES: CO[C@@H]1C=NC=N1
LUMO level (eV): 0.19
Energy relative to the best compared isomer or geometry (same formula, charge and spin) (kJ/mol): 205.0
Charge: 0
2S+1: 1
Maximum force (eV/A): 0.4
Frontier orbital gap (eV): 10.3

Positions of all 13 atoms, in Å:
C1 0.79244 1.27237 -1.25141
O1 1.39577 0.45540 -0.26590
C2 0.51923 -0.23340 0.55341
C3 -0.15236 -1.49524 0.03777
N1 -1.34573 -1.60077 0.48769
C4 -1.54653 -0.35628 1.17239
N2 -0.59415 0.49603 1.15737
H1 0.16807 0.69363 -1.94815
H2 1.61266 1.73335 -1.80700
H3 0.18615 2.05331 -0.78169
H4 0.32222 -2.27485 -0.55372
H5 -2.48124 -0.20317 1.70548
H6 1.13312 -0.57717 1.40691

=====

17.
Here is C4H6N2O in the gas phase in a non-equilibrium geometry from the Open Molecules 2025 dataset. Energies are from the ωB97M-V functional and the def2-TZVPD basis.

Summary:
HOMO level (eV): -9.44
SMILES: C[C@H]1N=CC(O)=N1
LUMO level (eV): 0.45
Energy relative to the best compared isomer or geometry (same formula, charge and spin) (kJ/mol): 240.5
Charge: 0
2S+1: 1
Maximum force (eV/A): 2.5
Frontier orbital gap (eV): 9.9

Positions of all 13 atoms, in Å:
C1 2.00586 -0.29270 0.32793
C2 0.66612 0.19944 -0.06881
N1 0.11212 -0.31123 -1.23553
C3 -1.16757 -0.31756 -0.99208
C4 -1.41748 0.18563 0.32335
O1 -2.61413 0.41319 0.88851
N2 -0.31072 0.46653 0.94996
H1 2.49945 -0.69345 -0.55954
H2 2.18473 -1.07122 1.07918
H3 2.67363 0.50251 0.65897
H4 -1.89990 -0.64019 -1.72698
H5 -3.30666 0.17091 0.25828
H6 0.57455 1.38814 0.09676

=====

18.
Here is C4H6N2O in the gas phase from the Open Molecules 2025 dataset. Energies are from the ωB97M-V functional and the def2-TZVPD basis.

Summary:
HOMO level (eV): -8.18
SMILES: Cc1c[nH]c(O)n1
LUMO level (eV): 0.82
Energy relative to the best compared isomer or geometry (same formula, charge and spin) (kJ/mol): 27.8
Charge: 0
2S+1: 1
Maximum force (eV/A): 0.3
Frontier orbital gap (eV): 9.0

Positions of all 13 atoms, in Å:
C1 -0.44755 -1.92869 0.68892
C2 -0.16933 -0.58365 0.10376
C3 -0.55017 -0.05882 -1.09332
N1 -0.05604 1.25339 -1.09703
C4 0.58126 1.40386 0.08413
O1 1.21092 2.55114 0.38439
N2 0.54539 0.34675 0.83988
H1 -1.26545 -1.86288 1.41605
H2 0.43782 -2.28682 1.22153
H3 -0.72593 -2.66338 -0.07211
H4 -1.00485 -0.53782 -1.94850
H5 -0.22445 2.00769 -1.74505
H6 1.66838 2.35924 1.21733

=====

19.
Here is C4H6N2O in the gas phase in a non-equilibrium geometry from the Open Molecules 2025 dataset. Energies are from the ωB97M-V functional and the def2-TZVPD basis.

Summary:
HOMO level (eV): -7.31
SMILES: Nc1cc[nH]c1O
LUMO level (eV): 0.88
Energy relative to the best compared isomer or geometry (same formula, charge and spin) (kJ/mol): 257.7
Charge: 0
2S+1: 1
Maximum force (eV/A): 1.3
Frontier orbital gap (eV): 8.2

Positions of all 13 atoms, in Å:
N1 -1.83006 0.98653 -0.44126
C1 -0.56208 0.48313 -0.30907
C2 -0.20317 -0.83814 -0.65150
O1 -0.73467 -1.86975 0.14881
N2 1.18774 -0.89884 -0.51912
C3 1.60250 0.16662 0.19915
C4 0.56799 1.09078 0.27626
H1 -2.55250 0.31057 -0.64482
H2 -2.10176 1.75665 0.14826
H3 -0.21666 -1.66181 0.97176
H4 1.62317 -1.80672 -0.53078
H5 2.62020 0.24796 0.54609
H6 0.59930 2.03302 0.80622